# C17H27N3O5S

One molecule with the formula C17H27N3O5S (the ωB97M-V functional and the def2-TZVPD basis, the Open Molecules 2025 dataset).

SMILES string	CCOc1ccc(S(=O)(=O)N(C)CC(=O)NCCN2CCOCC2)cc1
E_LUMO	0.64	eV
energy relative to the best compared isomer or geometry (same formula, charge and spin)	3.2	kcal per mole
orbital gap	9.3	eV
calculated total energy	-1602.61811	hartree

Structure (XYZ):
```
53
C17H27N3O5S (the ωB97M-V functional and the def2-TZVPD basis)
S 0.89 -1.96 -1.51
O 1.76 -2.63 -2.44
O 1.56 -4.14 3.93
O -1.57 0.27 0.20
O -0.51 -1.89 -1.84
O -2.80 5.52 -0.26
N -2.47 3.25 -1.95
N 1.45 -0.37 -1.39
N -1.06 0.82 -1.94
C -2.65 4.59 -2.49
C 0.31 -2.99 2.34
C 1.09 -2.66 0.11
C 2.25 -3.35 0.40
C -3.18 3.15 -0.68
C -2.66 4.22 0.27
C 2.89 -0.29 -1.29
C -2.13 5.61 -1.49
C 1.49 -3.68 2.66
C 0.75 0.43 -0.41
C -2.42 0.83 -2.43
C -0.76 0.46 -0.69
C 2.72 -4.82 4.38
C -2.83 2.22 -2.90
C 3.86 -3.86 4.71
C 0.11 -2.48 1.08
C 2.46 -3.86 1.67
H 2.39 -5.32 5.29
H 1.13 1.46 -0.48
H -2.09 4.67 -3.43
H -2.52 0.11 -3.25
H -0.79 -1.95 0.82
H 2.99 -3.49 -0.38
H -3.91 2.22 -3.12
H -3.72 4.79 -2.71
H -0.32 0.86 -2.62
H -2.30 2.45 -3.83
H 4.70 -4.41 5.12
H 3.04 -5.57 3.66
H 0.91 0.07 0.61
H -3.00 2.17 -0.24
H -2.30 6.63 -1.86
H 3.22 0.71 -1.55
H -4.27 3.29 -0.83
H 3.53 -3.13 5.45
H -0.43 -2.86 3.11
H 3.37 -4.40 1.88
H -3.05 0.49 -1.60
H -1.05 5.45 -1.34
H -1.60 4.02 0.49
H -3.23 4.21 1.21
H 4.19 -3.32 3.82
H 3.25 -0.53 -0.27
H 3.31 -1.01 -1.99
```